No. 1
{
  "formula": "CH6N2S2",
  "method": "ωB97M-V/def2-TZVPD",
  "smiles": "[H]/N=C/N.SS",
  "species": ["H", "N", "C", "N", "H", "H", "H", "S", "S", "H", "H"],
  "coordinates": [[-2.1965, 1.6555, 0.5184], [-1.3934, 1.0890, 0.8111], [-1.5103, -0.0806, 0.3396], [-0.4237, -0.9505, 0.2889], [-2.4548, -0.3785, -0.2012], [-0.5820, -1.9342, -0.0542], [0.3435, -0.6149, 0.8800], [2.5717, 0.9957, 0.1242], [2.6939, -0.8338, -0.8487], [1.3912, 1.4156, -0.3194], [1.5606, -0.3633, -1.5387]],
  "forces_ev_per_a": [[0.2, -0.3, 0.6], [-0.1, 0.6, -0.1], [-0.1, -0.5, -1.4], [-1.7, -0.4, -0.1], [1.1, -0.3, 0.5], [0.7, 1.8, 1.1], [-0.2, -0.9, -0.5], [0.8, 0.8, 0.9], [-1.7, 0.5, -1.2], [-0.3, -0.1, -0.1], [1.3, -1.2, 0.3]],
  "nbo_charge": [0.34, -0.74, 0.28, -0.86, 0.15, 0.41, 0.42, -0.15, -0.16, 0.15, 0.17]
}



No. 2
{
  "formula": "H2IO6P3",
  "method": "ωB97M-V/def2-TZVPD",
  "species": ["O", "O", "O", "O", "O", "O", "P", "P", "P", "I", "H", "H"],
  "coordinates": [[-2.4024, 1.0952, -1.3940], [-1.1059, -0.8938, -0.3336], [0.2492, 0.9201, -1.6970], [1.4133, -0.4604, 0.1709], [-0.7175, 1.3851, 0.5614], [-0.3097, -0.5462, 2.0727], [1.5099, 1.0512, -0.6315], [-1.1017, 0.8987, -0.7725], [0.0182, -0.9931, 0.6199], [0.5325, -3.2586, 0.8195], [-0.7025, 0.3100, 2.1558], [2.6165, 0.4918, -1.5715]],
  "forces_ev_per_a": [[0.9, 0.1, -0.5], [-1.3, 1.6, -2.5], [-0.9, -0.3, 0.7], [-0.5, 0.7, -0.6], [0.7, 0.8, 0.7], [0.6, -1.8, 0.6], [3.0, 0.0, -1.1], [-2.6, -0.7, -1.4], [2.2, -1.8, 3.2], [0.0, -0.6, 0.2], [-0.5, 1.4, -0.2], [-1.6, 0.7, 0.9]],
  "nbo_charge": [-1.02, -1.05, -1.04, -1.07, -1.15, -0.99, 1.20, 2.48, 2.19, -0.01, 0.55, -0.09]
}



No. 3
{
  "formula": "H8N2O10Zn",
  "method": "ωB97M-V/def2-TZVPD",
  "species": ["Zn", "N", "O", "O", "O", "N", "O", "O", "O", "O", "H", "H", "O", "H", "H", "O", "H", "H", "O", "H", "H"],
  "coordinates": [[-0.0700, 0.0079, -0.1084], [0.4984, -2.3914, 1.6393], [0.3646, -2.9995, 2.6725], [0.0694, -1.1909, 1.5690], [0.9919, -2.9264, 0.5970], [0.3152, 3.0171, 0.8577], [1.1778, 3.6213, 0.2211], [0.3452, 1.7261, 0.8416], [-0.5334, 3.5781, 1.5414], [1.9152, -0.2440, -0.5334], [2.5751, 0.4012, -0.2495], [2.2546, -0.6598, -1.3324], [-0.3031, 1.1481, -1.8748], [-0.7191, 0.8295, -2.6830], [-0.3648, 2.1117, -1.8890], [-0.4204, -1.8731, -1.0002], [0.2499, -2.4529, -0.5255], [-0.9544, -2.4435, -1.5586], [-2.1319, 0.2444, 0.4163], [-2.6253, 1.0224, 0.6977], [-2.6349, -0.5261, 0.7010]],
  "forces_ev_per_a": [[-0.3, 0.1, 0.7], [-0.6, 0.0, -0.1], [0.4, -0.1, -0.2], [0.2, 0.0, 0.1], [0.5, -0.3, 1.0], [0.1, 0.3, 0.2], [-0.2, -0.1, -0.1], [0.0, -0.1, 0.2], [0.1, -0.3, -0.3], [0.8, -0.1, -0.3], [-0.2, 0.1, 0.1], [-0.1, -0.1, 0.0], [-0.2, 0.0, -0.5], [0.0, 0.0, 0.1], [0.2, 0.0, 0.2], [-0.6, 0.3, -1.4], [0.1, 0.0, 0.6], [-0.1, 0.3, -0.1], [-0.4, -0.2, -0.3], [0.3, 0.1, 0.1], [0.1, 0.0, 0.1]],
  "nbo_charge": [1.75, 0.73, -0.37, -0.64, -0.55, 0.72, -0.48, -0.74, -0.45, -0.99, 0.52, 0.50, -0.99, 0.50, 0.52, -1.07, 0.50, 0.50, -0.99, 0.51, 0.51]
}



It is found that the energy relative to the best compared isomer or geometry (same formula, charge and spin) values, taken in the order of the records, are 83.0; 80.1; 54.8 kJ/mol.
It is found that the largest force on an atom values, taken in the order of the records, are 2.2; 4.3; 1.6 eV/A.